The following is a DFT calculation (wB97M-V/def2-TZVPD) of C5H9NO in the gas phase.

Properties
ΔE to the lowest compared entry with this formula, charge and spin ... 4.213 eV
SMILES string ... CC1(C)NCC1=O
Spin multiplicity ... 1
Total charge ... 0
Gap between HOMO and LUMO ... 8.818 eV
HOMO energy ... -7.87 eV
M ... 99.13 g/mol

Cartesian coordinates (Å):
O -0.8498 0.5627 2.4040
N -0.7475 -0.5790 -0.7095
C -0.7476 0.1300 1.2835
C 0.1781 0.2991 0.0649
C 0.7352 1.6730 -0.3475
C 1.1711 -1.0337 -0.2455
C -1.5665 -0.8663 0.4430
H 2.1307 -0.6178 -0.0475
H 0.9056 -1.8702 0.4175
H -2.5800 -0.5589 0.2318
H -1.0952 -0.2807 -1.5914
H 0.1634 2.1720 -1.1434
H 1.1947 -1.4932 -1.2763
H 1.7592 1.5361 -0.7129
H 0.7886 2.3834 0.4928
H -1.5343 -1.9118 0.7946

---

The following is a DFT calculation (wB97M-V/def2-TZVPD) of a molecular structure, C23H35BrINO4S2SiW.

Properties
ΔE to the lowest compared entry with this formula, charge and spin ... 1.431 eV
Expectation value of S² ... 0.769
Spin multiplicity ... 2
Total charge ... +3
Gap between HOMO and LUMO (spin up / spin down) ... 5.716 / 5.883 eV
HOMO energy (spin up / spin down) ... -16.97 / -16.96 eV
M ... 872.40 g/mol

Cartesian coordinates (Å):
W -1.2057 -1.4820 -0.5652
I -0.4205 -1.6653 2.0131
Br -3.2760 -1.1267 3.8711
S -1.5676 0.9097 -0.9989
S -2.0259 -3.7496 -1.1217
Si 0.3126 1.7130 -1.5075
O -2.9992 -1.4497 -0.0257
O 0.3852 -1.5960 -1.1838
O 0.5379 1.9276 -3.0221
O 1.2898 2.0628 -0.3432
N -3.9768 -2.3772 0.0047
C 0.0025 2.8814 -5.1473
C -0.4528 -1.1331 4.3228
C 1.6183 -3.5743 -1.2366
C 0.4601 2.1412 1.9355
C 0.7158 -1.0686 5.0374
C -1.7002 -1.0383 4.9036
C 1.1251 2.7707 -4.1357
C -4.6014 -4.6153 -0.4629
C 0.6207 -0.9176 6.4191
C 1.2385 4.2172 0.7322
C -0.6167 -0.8342 7.0337
C -5.1910 -2.0953 0.5065
C -5.8448 -4.3620 0.0938
C -6.1445 -3.0819 0.5669
C 2.3142 1.9923 -4.6607
C 2.9047 2.4407 1.3886
C -3.6517 -3.5969 -0.5001
C 1.5212 4.1072 -3.5490
C 1.4732 2.7384 0.9725
C 1.7139 -2.0487 -1.3799
C -1.7789 -0.8827 6.2833
C 2.5840 -1.4323 -0.2749
C 2.1967 -1.6310 -2.7695
H 2.2746 3.9829 -2.7749
H 0.2204 4.4077 0.3995
H -5.3451 -1.0850 0.8573
H 0.6646 1.0827 2.0897
H 2.7232 2.5138 -5.5213
H 1.5291 -0.8816 6.9997
H 0.5362 2.6460 2.8931
H -0.5556 2.2587 1.5617
H 3.5972 2.6508 0.5786
H -4.3440 -5.5884 -0.8588
H 0.3472 3.4554 -6.0038
H 3.6322 -1.6302 -0.4855
H 1.9434 4.7291 -4.3366
H 1.5170 -2.0056 -3.5325
H -0.6867 -0.7288 8.1078
H 0.9165 -3.9727 -1.9757
H -0.8595 3.3892 -4.7224
H 2.4407 -0.3519 -0.2319
H 1.6829 -1.1446 4.5667
H 3.0251 1.4029 1.6901
H 3.0980 1.9187 -3.9114
H 1.9375 4.6031 -0.0044
H 2.5881 -4.0389 -1.3994
H 1.3896 4.7617 1.6597
H -6.5786 -5.1536 0.1579
H -2.7504 -0.8127 6.7519
H 0.6607 4.6261 -3.1320
H 2.3481 -1.8699 0.6941
H 1.2694 -3.8398 -0.2322
H 3.1733 3.0747 2.2284
H -7.1190 -2.8511 0.9690
H 2.0219 0.9973 -4.9859
H 2.2578 -0.5462 -2.8437
H -0.2985 1.8989 -5.5004
H 3.1847 -2.0439 -2.9516

---

The following is a DFT calculation (wB97M-V/def2-TZVPD) of 2 unconnected molecules or ions with the total composition C5H13N3.

Properties
ΔE to the lowest compared entry with this formula, charge and spin ... 3.772 eV
Spin multiplicity ... 1
Total charge ... 0
Gap between HOMO and LUMO ... 8.272 eV
HOMO energy ... -7.75 eV
M ... 115.18 g/mol

Cartesian coordinates (Å):
N -1.3390 1.3896 -0.8309
N -0.2706 -2.4967 0.2057
N -3.5009 1.3710 -1.4412
C 0.1019 -1.0855 0.3384
C -0.1308 1.0240 -0.9139
C -2.4944 0.7995 -0.7671
C 0.2078 -0.4102 -1.0401
C 1.2421 -1.0090 1.3554
H 1.0473 -0.8973 -1.5452
H -3.2733 2.1417 -2.0653
H -0.7271 -0.6288 0.8982
H 1.4715 0.0575 1.4428
H 1.0056 -1.4012 2.3406
H 5.3163 3.2763 1.7965
H 2.1244 -1.5088 0.9491
H 0.5802 1.7709 -0.5808
H -1.0430 -2.7262 -0.3982
H -0.3131 -2.9264 1.1151
H -4.2924 0.7923 -1.6491
H 4.8772 3.3757 2.3908
H -0.5899 -0.9082 -1.6007

---

The following is a DFT calculation (wB97M-V/def2-TZVPD) of 6 unconnected molecules or ions with the total composition C37H34O15S.

Properties
ΔE to the lowest compared entry with this formula, charge and spin ... 0.558 eV
SMILES string ... CCOC(=O)CCCCS(=O)(=O)O.O=C1C=CC(=O)C=C1.O=C1C=CC(=O)C=C1.O=C1C=CC(=O)C=C1.O=C1C=CC(=O)C=C1.O=C1C=CC(=O)C=C1
Spin multiplicity ... 1
Total charge ... 0
Gap between HOMO and LUMO ... 7.929 eV
HOMO energy ... -9.75 eV
M ... 750.73 g/mol

Cartesian coordinates (Å):
S 0.2928 -1.7585 -0.0237
O -11.6609 3.4601 -7.3525
O 3.4792 -2.3283 4.3477
O -7.2883 1.7071 -4.9400
O 0.6860 -1.2349 1.2667
O -2.0569 5.5035 -1.6416
O 4.7798 0.9374 3.3927
O 6.7903 -0.3982 1.1218
O -0.4360 -5.7866 5.1927
O 6.4797 -1.0927 -0.9939
O 7.6659 -0.4680 7.6008
O -0.6684 0.4933 -2.6418
O -3.9638 0.4997 0.3410
O -8.9546 0.0714 -1.3727
O 0.1917 -3.2142 -0.0264
O -1.1739 -1.1901 -0.4164
C -2.2300 3.2387 -1.0253
C -6.1471 -0.2614 0.7679
C 2.5841 -3.1237 4.5439
C -0.9884 1.6432 -2.4075
C 5.4371 1.4288 5.5974
C 7.0033 -0.1486 6.6351
C 3.8799 -0.4925 -1.0656
C -10.6600 3.0594 -6.8005
C 4.6094 -0.0669 0.2253
C 7.8030 -0.7157 -1.3854
C 2.3655 -0.1212 -1.0037
C -7.4019 -0.3714 0.3382
C -8.9690 3.3498 -5.0482
C 8.9071 -1.4987 -0.6392
C -7.8113 0.1684 -0.9811
C 0.4601 -4.9923 4.9985
C -10.0677 3.7918 -5.6550
C 6.2747 -0.6067 4.3398
C 6.1632 1.0738 6.6543
C 0.2497 -3.7733 4.1835
C -8.2923 2.1093 -5.4932
C -0.8456 4.0170 -3.0019
C -5.5177 0.9418 -1.3730
C -0.4959 2.7578 -3.2518
C 1.4533 -1.3290 -1.3381
C 2.7997 -4.3438 5.3582
C -8.8826 1.3766 -6.6370
C -1.8818 1.9774 -1.2732
C 5.4368 0.6141 4.3581
C 1.8124 -5.2104 5.5704
C 1.2367 -2.9055 3.9736
C -5.1089 0.4029 -0.0549
C -1.7406 4.3552 -1.8675
C -9.9814 1.8178 -7.2444
C -6.7721 0.8328 -1.8042
C 7.0017 -0.9603 5.3972
C 6.0820 -0.5240 0.1675
H -8.5211 3.8686 -4.2102
H -1.4572 -1.7315 -1.1669
H 4.6280 1.0125 0.3562
H 7.9596 0.3624 -1.3382
H 0.1556 2.4893 -4.0743
H 9.2101 -0.9117 0.2266
H 1.9451 -6.1071 6.1623
H 2.1888 0.6352 -1.7679
H 4.0286 -1.5663 -1.1785
H 3.7934 -4.4843 5.7649
H 4.3143 0.0107 -1.9276
H 6.2580 -1.1836 3.4259
H -0.7413 -3.6331 3.7715
H -7.0893 1.2190 -2.7647
H 6.1779 1.6527 7.5691
H 2.1535 0.2987 -0.0216
H 1.1065 -2.0122 3.3781
H -8.3728 0.4727 -6.9445
H -0.4992 4.8461 -3.6058
H 2.0455 -2.2257 -1.4999
H -4.7455 1.4241 -1.9591
H 7.6196 -1.8488 5.4044
H -2.2319 1.1528 -0.6659
H -5.8262 -0.6472 1.7272
H 4.8192 2.3178 5.5898
H -10.5771 4.6955 -5.3464
H 0.9095 -1.0996 -2.2515
H -10.4293 1.2986 -8.0818
H 7.8849 -0.9901 -2.4385
H -8.1750 -0.8533 0.9230
H -2.8816 3.5057 -0.2026
H 8.4644 -2.4206 -0.2680
H 4.1940 -0.5841 1.0881
H 9.7630 -1.6755 -1.2859

---

The following is a DFT calculation (wB97M-V/def2-TZVPD) of 3 unconnected molecules or ions with the total composition C2H9O3.

Properties
ΔE to the lowest compared entry with this formula, charge and spin ... 0.040 eV
Spin multiplicity ... 1
Total charge ... -1
Gap between HOMO and LUMO ... 8.523 eV
HOMO energy ... -4.24 eV
M ... 81.09 g/mol

Cartesian coordinates (Å):
O -0.2206 -0.2365 1.5971
O 1.0434 0.2897 -0.5674
O 0.2335 1.7304 3.3454
C -0.5137 -1.1558 -1.7240
C 0.0687 0.2428 -1.5598
H 0.5361 0.1338 0.3087
H -1.3329 -1.1877 -2.4420
H 0.8697 2.1215 2.7418
H 0.2856 -1.8358 -2.0004
H -0.0059 0.8742 2.8591
H -0.8828 -1.4969 -0.7456
H 0.1526 -0.9983 2.0515
H -0.7315 0.9483 -1.3472
H 0.4978 0.5704 -2.5172

---

Number 1: strongest force on any atom 3.193 eV/A. Number 2: strongest force on any atom 2.713 eV/A. Number 3: strongest force on any atom 2.702 eV/A. Number 4: strongest force on any atom 3.164 eV/A. Number 5: strongest force on any atom 0.708 eV/A.